{"formula": "C8H8", "method": "ωB97M-V with the def2-TZVPD basis set", "symbols": ["C", "C", "C", "C", "C", "C", "C", "C", "H", "H", "H", "H", "H", "H", "H", "H"], "positions_angstrom": [[-1.5963, -0.3266, 2.2188], [-0.8902, -0.1222, 0.9692], [-1.0308, 0.9287, -0.0127], [-0.3391, 1.3987, -1.1292], [0.9588, 0.8057, -1.7536], [1.6476, -0.1851, -1.2017], [1.2867, -1.2325, -0.0272], [0.0946, -1.2502, 0.6792], [-1.7006, -1.2437, 2.6995], [-2.3202, 0.5206, 2.9265], [-1.6912, 1.5514, 0.0728], [-0.5203, 2.3582, -1.5740], [1.1469, 1.6060, -2.5620], [2.4592, -0.6740, -1.6760], [2.0570, -1.9944, 0.3228], [-0.2182, -2.2236, 1.3339]], "forces_ev_per_a": [[-0.877, 5.090, -2.060], [-0.765, -2.827, 2.537], [7.474, -3.308, -3.076], [2.558, -3.503, 1.770], [-2.917, 3.269, 0.874], [-0.407, -3.052, 1.895], [-1.689, 1.635, 0.126], [0.070, -1.368, 1.058], [0.739, -1.584, 0.546], [2.307, -2.274, -2.993], [-7.880, 6.332, 2.101], [-1.032, 0.163, 0.050], [0.953, -2.369, 0.717], [1.167, 0.454, -0.734], [-1.058, 0.951, -1.318], [1.357, 2.391, -1.493]], "mulliken_charge": [-0.9365, 0.9394, -0.7365, -0.3726, -0.1575, -0.4970, -0.2171, -0.3119, 0.2986, 0.1579, 0.5686, 0.2993, 0.2132, 0.3342, 0.2672, 0.1507], "smiles": "C=C1C=CC=CC=C1", "energy_ev": -8419.6110, "total_charge": 0}